No. 1
ORCA calculation (ωB97M-V with the def2-TZVPD basis set) on a single C4H5N5 molecule.

Results
energy above the lowest of the compared OMol25 structures with the same formula, charge and spin	215.4	kJ/mol
gap between HOMO and LUMO	0.37752	Ha
strongest force on any atom	3.186	eV/Å

Each atom is followed by the atoms it is bonded to, with distances in Å.
Positions of all 14 atoms, in Å:
1 N 0.037 -0.654 0.759  N2 1.412, C6 1.511, C7 1.293
2 N -0.345 0.286 -0.223  N1 1.412, N5 1.386, C8 1.326
3 N -1.277 1.795 -1.374  C8 1.323, C9 1.347
4 N -1.058 -0.423 2.929  C7 1.159
5 N 0.691 0.716 -1.037  N2 1.386, C9 1.355
6 C 1.268 -1.476 0.456  N1 1.511, H10 1.095, H12 1.126, H13 1.102
7 C -0.460 -0.603 1.952  N1 1.293, N4 1.159
8 C -1.492 0.925 -0.402  N2 1.326, N3 1.323, H14 1.069
9 C 0.010 1.649 -1.744  N3 1.347, N5 1.355, H11 1.067
10 H 2.064 -0.858 0.028  C6 1.095
11 H 0.240 2.397 -2.470  C9 1.067
12 H 1.628 -2.196 1.244  C6 1.126
13 H 1.009 -2.196 -0.338  C6 1.102
14 H -2.314 0.638 0.219  C8 1.069


No. 2
ORCA calculation (ωB97M-V with the def2-TZVPD basis set) on a single C4H5NO molecule.

Results
energy above the lowest of the compared OMol25 structures with the same formula, charge and spin	494.9	kJ/mol
gap between HOMO and LUMO	0.36182	Ha
strongest force on any atom	1.360	eV/Å

Each atom is followed by the atoms it is bonded to, with distances in Å.
Positions of all 11 atoms, in Å:
1 O 1.467 -0.493 0.258  N2 1.423, C5 1.315
2 N 0.994 0.711 0.851  O1 1.423, C6 1.386, H9 1.017
3 C -0.608 0.955 -0.935  C6 1.332, H7 1.072, H10 1.074
4 C -0.234 -2.318 -0.031  C5 1.204, H8 1.049
5 C 0.543 -1.399 0.029  O1 1.315, C4 1.204
6 C -0.090 1.318 0.236  N2 1.386, C3 1.332, H11 1.081
7 H -1.483 1.447 -1.311  C3 1.072
8 H -0.821 -3.172 -0.189  C4 1.049
9 H 0.895 0.580 1.854  N2 1.017
10 H -0.098 0.329 -1.644  C3 1.074
11 H -0.564 2.042 0.883  C6 1.081


No. 3
ORCA calculation (ωB97M-V with the def2-TZVPD basis set) on a single C4H5NO molecule.

Results
energy above the lowest of the compared OMol25 structures with the same formula, charge and spin	557.2	kJ/mol
gap between HOMO and LUMO	0.31040	Ha
strongest force on any atom	0.542	eV/Å

Each atom is followed by the atoms it is bonded to, with distances in Å.
Positions of all 11 atoms, in Å:
1 O 1.357 -0.327 0.401  C4 1.456, C5 1.402
2 N -0.993 0.730 1.453  C6 1.266, H10 1.029
3 C -0.745 -1.451 -0.552  C4 1.447, H9 1.104
4 C 0.571 -0.867 -0.699  O1 1.456, C3 1.447, C5 1.486, H11 1.087
5 C 0.617 0.581 -0.370  O1 1.402, C4 1.486, C6 1.510, H7 1.093
6 C -0.640 1.091 0.292  N2 1.266, C5 1.510, H8 1.092
7 H 1.188 1.265 -1.004  C5 1.093
8 H -1.305 1.709 -0.316  C6 1.092
9 H -0.964 -1.651 0.511  C3 1.104
10 H -0.247 0.130 1.830  N2 1.029
11 H 1.160 -1.209 -1.546  C4 1.087


Among the records above, which one has the lowest gap between HOMO and LUMO?
number 3